Entry 1:
An isolated molecule of C5H10O2 at a distorted geometry, computed with the ωB97M-V functional and the def2-TZVPD basis.

Computed properties:
E_tot   -346.9300 Eh
Relative energy (zero: lowest compared OMol25 entry of this formula, charge and spin)   59.89 kcal/mol
SMILES   CCCCC(=O)O
Molecular weight   102.13 g/mol

Structure (ORCA input):
```
! wB97M-V def2-TZVPD RIJCOSX def2/J DEFGRID3
* xyz 0 1
O 1.969 -0.893 1.674
C 0.813 -0.587 1.750
O 0.033 -1.276 2.537
C 0.254 0.575 1.019
C -0.882 0.244 0.100
C -0.421 -0.480 -1.148
C -0.003 0.493 -2.309
H 0.491 -1.579 3.422
H 0.895 1.260 0.548
H 0.010 1.345 1.958
H -1.599 -0.495 0.673
H -1.261 1.341 -0.010
H 0.621 -0.944 -0.992
H -1.343 -1.242 -1.412
H -0.763 1.208 -2.454
H 0.316 0.046 -3.365
H 0.870 0.983 -1.991
*
```

=====

Entry 2:
BaF30P5 as an isolated structure at a distorted geometry, computed with the ωB97M-V functional and the def2-TZVPD basis.

Computed properties:
E_tot   -4729.5079 Eh
Relative energy (zero: lowest compared OMol25 entry of this formula, charge and spin)   94.09 kcal/mol
Molecular weight   862.14 g/mol

Structure (ORCA input):
```
! wB97M-V def2-TZVPD RIJCOSX def2/J DEFGRID3
* xyz -3 1
Ba -0.026 0.148 -1.282
P -2.001 -4.137 -1.354
F -1.560 -3.082 -0.242
F -3.545 -3.735 -0.998
F -1.871 -2.911 -2.406
F -2.697 -5.176 -2.455
F -0.497 -4.491 -1.859
F -1.972 -5.326 -0.193
P 4.037 -1.032 -2.703
F 2.943 0.169 -3.120
F 2.847 -2.054 -2.980
F 4.652 -1.178 -4.141
F 5.046 -2.291 -2.279
F 5.139 0.098 -2.275
F 3.402 -0.896 -1.165
P 1.092 -0.628 4.165
F 0.695 -0.750 5.741
F 0.126 -1.942 3.884
F -0.151 0.406 4.032
F 1.322 -0.430 2.545
F 2.084 0.637 4.466
F 2.311 -1.750 4.348
P 1.548 4.351 -0.048
F 0.483 5.608 0.068
F 2.412 5.169 -1.102
F 2.448 5.194 1.003
F 2.517 3.063 -0.279
F 0.670 3.382 0.879
F 0.575 3.752 -1.250
P -4.583 1.400 0.147
F -3.904 0.641 -1.103
F -4.129 2.901 -0.345
F -6.103 1.578 -0.705
F -5.253 2.017 1.513
F -4.930 -0.163 0.671
F -3.127 1.457 0.823
*
```

=====

Entry 3:
An isolated molecule of C6H10FN3O2 at a distorted geometry, computed with the ωB97M-V functional and the def2-TZVPD basis.

Computed properties:
E_tot   -648.9935 Eh
Relative energy (zero: lowest compared OMol25 entry of this formula, charge and spin)   170.71 kcal/mol
SMILES   [H]/N=C(\[C@@H](F)[C@H](C)N=O)[C@@H](C)N=O
Molecular weight   175.16 g/mol

Structure (ORCA input):
```
! wB97M-V def2-TZVPD RIJCOSX def2/J DEFGRID3
* xyz 0 1
C -0.719 0.164 0.686
C -2.738 0.378 -0.543
C 1.420 -1.980 -0.252
C -1.251 0.818 -0.457
C 1.062 0.368 0.807
C 1.607 -0.530 -0.291
N -1.448 -0.424 1.533
N -1.240 2.362 -0.311
N 2.994 -0.147 -0.493
O -0.486 2.869 0.479
O 3.247 0.992 -0.758
F 1.461 0.192 2.084
H -3.178 1.010 -1.342
H -3.057 0.547 0.455
H -2.787 -0.646 -0.869
H 2.374 -2.476 0.168
H 1.422 -2.391 -1.284
H 0.498 -2.285 0.249
H -0.663 0.627 -1.345
H 1.351 1.407 0.445
H 1.112 -0.019 -1.278
H -0.979 -0.834 2.316
*
```

=====

Entry 4:
C10H10N4O3Pt as an isolated structure at a distorted geometry, computed with the ωB97M-V functional and the def2-TZVPD basis.

Computed properties:
E_tot   -951.1307 Eh
Relative energy (zero: lowest compared OMol25 entry of this formula, charge and spin)   27.20 kcal/mol
Molecular weight   429.29 g/mol

Structure (ORCA input):
```
! wB97M-V def2-TZVPD RIJCOSX def2/J DEFGRID3
* xyz 0 1
Pt 1.056 -0.987 -0.710
N 0.689 -3.386 -1.235
N 1.296 -3.472 -2.498
C 2.121 -2.460 -3.013
O 2.761 -2.701 -4.015
O 2.139 -1.335 -2.364
H 1.056 -4.049 -0.562
H -0.306 -3.520 -1.359
H 1.476 -4.383 -2.887
O 0.401 -0.970 1.162
C -0.093 0.039 1.835
C -0.182 -0.106 3.236
C -0.682 0.893 4.031
C -1.120 2.101 3.475
C -1.048 2.263 2.113
C -0.553 1.253 1.274
C -0.539 1.447 -0.164
N 0.023 0.659 -1.068
C -0.201 1.190 -2.322
C -0.928 2.320 -2.176
N -1.137 2.468 -0.821
H 0.169 -1.039 3.658
H -0.727 0.747 5.103
H -1.499 2.894 4.104
H -1.370 3.206 1.687
H 0.184 0.712 -3.204
H -1.313 3.018 -2.897
H -1.672 3.195 -0.383
*
```

=====

Entry 5:
C44H32F14N3O7PPdS2 as an isolated structure at a distorted geometry, computed with the ωB97M-V functional and the def2-TZVPD basis.

Computed properties:
E_tot   -5050.8734 Eh
Relative energy (zero: lowest compared OMol25 entry of this formula, charge and spin)   29.01 kcal/mol
Molecular weight   1182.25 g/mol

Structure (ORCA input):
```
! wB97M-V def2-TZVPD RIJCOSX def2/J DEFGRID3
* xyz -2 1
Pd -0.080 0.617 0.138
C -6.394 4.401 2.645
C -5.488 3.192 2.716
C -5.518 2.226 1.710
C -4.622 1.165 1.712
C -3.682 1.045 2.735
C -3.694 1.960 3.783
C -4.589 3.025 3.763
S -2.258 -0.017 2.482
O -1.919 -0.558 3.777
O -2.668 -0.941 1.452
N -1.205 1.020 1.928
C -0.347 1.756 2.890
C 0.466 2.900 2.224
O 0.721 3.882 2.958
O 0.763 2.730 1.005
H -6.459 4.767 1.616
H -6.014 5.217 3.264
H -7.410 4.162 2.977
H -6.234 2.320 0.899
H -4.623 0.425 0.918
H -2.994 1.840 4.603
H -4.568 3.757 4.566
H 0.364 1.105 3.389
H -0.953 2.244 3.658
F 2.498 -1.232 -7.066
C 2.346 -0.842 -5.801
C 2.967 0.291 -5.337
F 3.741 1.001 -6.164
C 2.793 0.689 -4.030
F 3.448 1.792 -3.657
C 2.012 -0.002 -3.099
S 1.926 0.616 -1.466
C 1.444 -1.171 -3.607
F 0.752 -1.975 -2.827
C 1.587 -1.576 -4.922
F 1.008 -2.700 -5.347
C 0.809 -3.098 3.994
C 2.298 -2.745 3.927
C 2.800 -2.237 2.551
C 4.309 -1.993 2.621
C 4.880 -1.406 1.327
C 2.525 -3.320 1.528
O 3.175 -4.353 1.468
N 1.462 -3.098 0.711
C 0.751 -1.889 0.606
O -0.191 -1.848 -0.160
N 1.137 -0.803 1.329
C 2.097 -0.884 2.294
O 2.424 0.051 3.004
H 0.533 -3.383 5.013
H 0.569 -3.940 3.336
H 0.173 -2.254 3.710
H 2.898 -3.619 4.190
H 2.515 -1.950 4.639
H 4.793 -2.944 2.845
H 4.486 -1.305 3.447
H 4.736 -2.094 0.488
H 5.952 -1.218 1.428
H 4.394 -0.460 1.078
H 1.223 -3.794 0.028
F -7.058 -0.996 -3.522
C -6.715 -0.940 -2.210
F -6.741 -2.200 -1.738
F -7.703 -0.256 -1.590
C -5.389 -0.280 -2.019
C -5.261 1.056 -2.389
C -4.051 1.700 -2.206
C -2.968 1.012 -1.656
C -3.102 -0.323 -1.304
C -4.320 -0.973 -1.488
P -1.354 1.810 -1.335
C -0.757 2.143 -3.023
C 0.216 3.122 -3.214
C 0.651 3.430 -4.495
C 0.158 2.718 -5.578
C -0.713 1.664 -5.383
C -1.162 1.372 -4.102
C 0.483 3.149 -6.971
F -0.485 3.973 -7.453
F 1.643 3.829 -7.045
F 0.557 2.107 -7.824
C -1.870 3.488 -0.781
C -2.132 3.656 0.574
C -2.516 4.893 1.073
C -2.664 5.962 0.210
C -2.438 5.806 -1.149
C -2.039 4.574 -1.641
C -3.053 7.310 0.719
F -4.060 7.847 -0.026
F -2.029 8.189 0.661
F -3.478 7.274 1.997
H -6.111 1.587 -2.805
H -3.949 2.745 -2.480
H -2.270 -0.841 -0.837
H -4.432 -2.009 -1.194
H 0.626 3.639 -2.351
H 1.386 4.209 -4.654
H -1.040 1.072 -6.231
H -1.850 0.549 -3.947
H -1.996 2.811 1.241
H -2.683 5.018 2.135
H -2.576 6.646 -1.822
H -1.858 4.469 -2.704
*
```

=====

Entry 6:
C41H64GeN5O3P3Y as an isolated structure at a distorted geometry, computed with the ωB97M-V functional and the def2-TZVPD basis.

Computed properties:
E_tot   -5239.3434 Eh
Relative energy (zero: lowest compared OMol25 entry of this formula, charge and spin)   0.00 kcal/mol
Molecular weight   929.43 g/mol

Structure (ORCA input):
```
! wB97M-V def2-TZVPD RIJCOSX def2/J DEFGRID3
* xyz 0 2
Y 0.094 1.898 2.763
C -4.836 -1.309 2.493
C -4.030 -0.057 2.997
C -5.009 1.057 3.497
P -2.630 0.455 1.770
C -2.331 -1.255 0.917
N -1.036 -1.524 0.527
Ge -0.259 -0.441 -0.968
N 1.795 -0.904 -0.384
C 2.689 0.096 0.177
P 2.545 0.719 1.917
C 3.128 -0.814 3.112
C 4.307 -0.836 4.101
C 1.834 -1.123 3.921
C 3.984 1.924 2.004
C 3.555 3.355 1.634
C 5.353 1.636 1.366
C 2.402 -1.654 -1.378
C 3.766 -1.619 -1.763
C 4.096 -2.302 -2.909
C 3.133 -2.995 -3.676
C 1.823 -3.026 -3.254
C 1.527 -2.552 -2.011
N 0.310 -2.884 -1.362
C 0.428 -3.391 -0.017
C 1.403 -4.321 0.442
C 1.440 -4.665 1.783
C 0.604 -4.041 2.663
C -0.398 -3.141 2.260
C -0.379 -2.703 0.910
C -0.749 -3.352 -2.207
C -1.206 -4.633 -2.164
C -2.392 -4.980 -2.765
C -3.101 -4.021 -3.523
C -2.615 -2.749 -3.621
C -1.443 -2.354 -2.909
N -1.197 -1.030 -2.558
C -1.545 0.055 -3.496
P -0.297 1.385 -3.034
C 1.180 1.176 -4.015
C 0.814 0.728 -5.442
C 2.269 2.305 -3.832
C -0.892 3.629 -5.062
C -1.067 3.181 -3.690
C -1.961 4.085 -6.001
C -3.497 1.345 0.366
C -4.872 0.864 0.104
C -3.210 2.887 0.622
H -5.502 -1.625 3.291
H -4.085 -2.133 2.442
H -5.451 -1.203 1.593
H -3.410 -0.274 3.850
H -5.378 1.604 2.679
H -4.533 1.663 4.259
H -5.929 0.554 3.929
H -3.048 -1.275 0.078
H -2.703 -2.099 1.562
H 2.779 1.029 -0.429
H 3.700 -0.342 0.271
H 3.226 -1.657 2.414
H 3.913 -1.027 5.103
H 4.799 0.125 4.099
H 5.071 -1.583 3.799
H 1.618 -0.363 4.695
H 1.857 -2.096 4.393
H 0.938 -1.118 3.288
H 4.042 1.989 3.087
H 2.811 3.547 0.850
H 4.419 3.907 1.366
H 3.179 3.910 2.492
H 6.178 2.156 1.926
H 5.441 2.099 0.381
H 5.632 0.615 1.250
H 4.613 -1.160 -1.219
H 5.113 -2.219 -3.212
H 3.440 -3.502 -4.586
H 1.111 -3.580 -3.867
H 2.085 -4.793 -0.263
H 2.088 -5.511 2.159
H 0.768 -4.226 3.749
H -0.893 -2.501 2.966
H -0.641 -5.398 -1.582
H -2.622 -6.031 -2.716
H -3.912 -4.439 -4.114
H -3.184 -2.044 -4.283
H -2.484 0.579 -3.349
H -1.537 -0.312 -4.526
H 1.667 0.316 -3.560
H 0.426 -0.336 -5.523
H 1.803 0.731 -5.974
H 0.039 1.271 -5.977
H 1.799 3.037 -3.196
H 2.363 2.793 -4.853
H 3.124 2.018 -3.235
H 0.113 3.419 -5.522
H -2.120 3.150 -3.374
H -0.520 3.843 -2.915
H -0.332 4.286 1.249
H -2.831 3.362 -5.899
H -1.568 4.204 -7.040
H -2.385 5.032 -5.797
H -2.897 1.104 -0.527
H -5.569 1.188 0.879
H -5.008 -0.185 0.029
H -5.388 1.369 -0.745
H -3.791 3.174 1.488
H -3.575 3.392 -0.279
H -2.132 3.047 0.804
N 1.090 2.449 4.898
C 0.056 2.701 5.989
C -1.343 2.319 5.399
O -2.171 1.784 6.197
O -1.609 2.502 4.123
H 1.699 1.680 5.165
H 1.694 3.392 4.850
H 0.115 3.765 6.371
H 0.181 2.037 6.860
O 0.035 3.783 1.986
*
```